Molecular formula: C36H49ClF40N2O12P3
Method: DFT, the ωB97M-V functional and the def2-TZVPD basis

Properties
- HOMO-LUMO gap (eV) = 6.83
- relative energy (zero: lowest compared OMol25 entry of this formula, charge and spin) (eV) = 8.5582
- max |F| (eV/A) = 6.20
- LUMO level (eV) = 1.60
- energy (a.u.) = -7892.117648

```
! RIJCOSX wB97M-V def2-TZVPD def2/J DEFGRID3
* xyz -1 1
C 2.582 -3.584 3.200
C 1.189 -4.325 2.753
C 0.616 -3.891 1.279
C 0.404 -2.232 1.226
N -0.472 -1.974 0.022
P -0.523 -0.247 -0.442
O 1.157 -0.329 -0.984
O -0.815 1.421 -0.773
C -0.063 1.986 -1.883
C 1.268 2.852 -1.353
C 0.903 3.843 -0.095
C 2.006 3.609 1.138
P -1.416 -1.072 -2.307
O -2.967 -1.393 -2.018
O 0.035 0.370 1.128
C -1.087 0.708 2.065
Cl -0.598 0.590 3.849
C -2.457 -0.019 1.534
C -2.978 -1.412 2.241
O -3.349 -1.178 3.672
O -2.662 -2.009 4.427
P -4.110 1.011 1.536
N -4.205 2.028 0.263
O -2.203 -0.370 0.121
H 3.545 -4.201 2.856
H 2.676 -2.461 2.860
H 2.641 -3.579 4.391
H 1.430 -5.493 2.721
H 0.411 -4.133 3.636
H -0.475 -4.345 1.187
H 1.260 -4.294 0.382
H -0.123 -1.974 2.265
H 1.495 -1.793 1.148
H -0.143 -2.593 -0.751
H 1.195 -0.538 -1.973
H -0.764 2.832 -2.355
H 0.183 1.271 -2.774
H 1.767 3.435 -2.254
H 2.110 2.102 -0.966
H 0.936 4.991 -0.403
H -0.150 3.664 0.386
H 3.046 4.045 0.791
H 1.655 4.218 2.097
H 2.084 2.469 1.393
H -0.685 -2.200 -2.825
H -1.445 -0.054 -3.366
H -1.285 1.840 1.770
H -2.267 -2.331 2.103
H -3.996 -1.697 1.698
H -2.985 -1.858 5.375
H -4.259 1.705 2.821
H -5.213 0.091 1.419
H -3.326 1.950 -0.296
C 5.795 7.593 3.214
C 5.060 6.252 3.061
C 5.952 5.015 3.093
F 6.907 5.023 2.141
F 5.216 3.889 2.880
F 4.299 6.292 1.934
F 4.172 6.159 4.101
O 6.135 8.280 2.004
C 7.321 7.821 1.355
C 7.044 7.101 0.028
F 6.146 6.096 0.167
F 8.178 6.542 -0.472
F 8.033 7.069 2.228
F 8.072 8.930 1.123
H 5.097 8.272 3.719
H 6.651 7.525 3.897
H 6.439 4.905 4.068
H 6.648 7.799 -0.715
C 5.121 4.467 8.583
C 3.888 4.068 9.409
C 3.710 2.569 9.630
F 3.627 1.869 8.481
F 2.558 2.318 10.309
F 2.781 4.626 8.849
F 4.017 4.663 10.638
O 4.912 4.676 7.181
C 4.889 3.491 6.385
C 3.500 3.170 5.818
F 2.549 3.127 6.783
F 3.488 1.956 5.206
F 5.417 2.472 7.105
F 5.759 3.712 5.363
H 5.437 5.449 8.955
H 5.981 3.814 8.774
H 4.535 2.158 10.225
H 3.196 3.927 5.088
C -2.641 0.426 -6.848
C -2.121 1.705 -6.173
C -2.751 3.003 -6.667
F -2.600 3.198 -7.992
F -2.175 4.077 -6.060
F -0.764 1.737 -6.274
F -2.386 1.590 -4.833
O -1.876 -0.073 -7.952
C -2.124 0.566 -9.204
C -0.944 1.417 -9.693
F -0.537 2.313 -8.761
F -1.280 2.132 -10.799
F -3.281 1.265 -9.115
F -2.362 -0.435 -10.092
H -2.574 -0.370 -6.096
H -3.710 0.485 -7.087
H -3.822 3.034 -6.435
H -0.087 0.784 -9.940
C -1.354 -5.394 -3.729
C 0.052 -5.305 -3.116
C 1.177 -5.016 -4.105
F 1.262 -5.928 -5.094
F 2.383 -5.027 -3.476
F 0.294 -6.437 -2.400
F 0.027 -4.288 -2.197
O -1.828 -6.704 -4.059
C -1.364 -7.225 -5.304
C -0.384 -8.396 -5.143
F 0.653 -8.089 -4.327
F 0.155 -8.753 -6.339
F -0.856 -6.207 -6.041
F -2.472 -7.647 -5.970
H -2.051 -5.045 -2.957
H -1.493 -4.690 -4.559
H 1.056 -4.026 -4.560
H -0.891 -9.268 -4.720
C -7.476 -3.913 0.890
C -8.508 -4.518 -0.075
C -8.282 -5.984 -0.432
F -7.076 -6.216 -0.989
F -9.204 -6.403 -1.342
F -8.584 -3.738 -1.187
F -9.734 -4.416 0.530
O -6.384 -3.201 0.296
C -5.311 -4.014 -0.178
C -5.198 -4.035 -1.708
F -6.367 -4.374 -2.305
F -4.274 -4.943 -2.120
F -5.430 -5.251 0.362
F -4.178 -3.485 0.355
H -8.008 -3.150 1.472
H -7.131 -4.635 1.640
H -8.383 -6.625 0.451
H -4.907 -3.051 -2.087
*
```